(1)
# C4H9O2S

A cluster of 2 separate species, C4H9O2S in total (wB97M-V/def2-TZVPD, OMol25).

## Properties
Calculated total energy ... -19218.9184 eV
Energy relative to the best compared isomer or geometry (same formula, charge and spin) ... 166.7 kcal/mol

```
! wB97M-V def2-TZVPD RIJCOSX def2/J DEFGRID3
* xyz -1 1
C -2.991 -1.661 0.505
C 3.204 1.198 0.677
C 2.459 0.269 -0.292
C -1.325 -0.219 -0.914
O -3.926 0.278 -0.955
O -2.719 0.968 1.025
S -2.823 -0.003 -0.059
H -2.955 -2.416 -0.253
H -2.046 -1.859 1.198
H 2.735 1.961 1.205
H 3.680 0.529 1.592
H 4.147 1.706 0.258
H 2.993 -0.192 -1.215
H 1.403 0.365 -0.564
H -1.503 -0.884 -1.730
H -0.331 -0.040 -0.476
*
```

Atom charges from the Mulliken analysis, given in e for atoms 1 to 4: -0.84 -0.68 -0.39 -0.90


(2)
# C4H9O2S

The ion C4H9O2S with charge -1 (wB97M-V/def2-TZVPD, OMol25).

## Properties
SMILES string ... CC(C)=[S@@](C)(=O)[O-]
Calculated total energy ... -19222.0079 eV
Energy relative to the best compared isomer or geometry (same formula, charge and spin) ... 95.5 kcal/mol

```
! wB97M-V def2-TZVPD RIJCOSX def2/J DEFGRID3
* xyz -1 1
C 0.543 -1.292 0.665
C 0.148 0.150 0.712
C 1.240 1.062 1.249
S -0.217 0.474 -0.954
C -1.895 -0.186 -1.079
O -0.400 1.883 -1.225
O 0.604 -0.260 -2.161
H 1.539 -1.386 0.119
H 0.769 -1.553 1.683
H -0.337 -1.891 0.230
H 2.258 0.879 0.881
H 1.254 0.895 2.231
H 0.912 2.101 0.852
H -2.490 0.598 -0.460
H -2.258 -0.273 -2.120
H -1.671 -1.201 -0.625
*
```

Atom charges from the Mulliken analysis, given in e for atoms 1 to 4: -1.12 0.22 -1.34 0.94